The following is a quantum chemistry calculation of one molecule with the formula CH4FOPS, from OMol25.

Atoms and positions in Å:
C1 -0.847 -0.632 -0.451
O1 0.639 0.788 1.487
F1 0.593 1.440 -0.962
P1 0.757 0.073 -0.020
S1 2.393 -0.965 -0.107
H1 -1.394 0.203 -0.790
H2 -0.835 -1.642 -1.071
H3 -1.319 -0.894 0.516
H4 0.012 1.630 1.399

Relative energy (zero: lowest compared OMol25 entry of this formula, charge and spin): 7.9 kcal per mole
Total charge: 0
E_HOMO: -9.4 eV
Energy: -25992.8076 eV
SMILES: C[P@](O)(F)=S
Maximum force: 3.6 eV/A
Gap between HOMO and LUMO: 9.840 eV

Results of the Löwdin charge analysis, in e, for atoms 1 through 6: C -0.21; O -0.29; F -0.27; P 0.20; S 0.25; H 0.02

The following is a quantum chemistry calculation of C21H43MoNO2S4Si3 as an isolated structure, from OMol25.

Atoms and positions in Å:
Mo1 -0.252 -0.117 -0.049
C1 -0.824 -2.610 -2.473
C2 -1.558 -1.503 -3.192
S1 -1.185 0.132 -2.510
C3 -2.865 0.785 -2.376
C4 -3.735 0.135 -1.307
S2 -2.953 -0.114 0.326
C5 -3.356 -1.849 0.605
C6 -2.737 -2.815 -0.396
S3 -0.960 -2.538 -0.678
H1 0.249 -2.570 -2.666
H2 -1.174 -3.591 -2.798
H3 -2.636 -1.654 -3.139
H4 -1.282 -1.503 -4.247
H5 -3.339 0.683 -3.355
H6 -2.731 1.838 -2.174
H7 -4.092 -0.841 -1.637
H8 -4.618 0.758 -1.159
H9 -4.439 -1.984 0.615
H10 -2.989 -2.039 1.613
H11 -3.236 -2.770 -1.363
H12 -2.838 -3.836 -0.028
C7 -1.540 -0.008 4.067
O1 -1.431 -0.909 2.982
Si1 -0.029 -1.421 2.205
C8 1.505 -1.068 3.206
C9 -0.275 -3.280 2.329
C10 1.480 -0.047 -0.748
Si2 2.781 -1.460 -0.796
C11 4.288 -0.949 0.184
C12 2.332 -3.092 0.002
C13 3.260 -1.848 -2.569
Si3 2.102 1.581 -1.600
C14 2.303 1.274 -3.436
C15 1.004 3.086 -1.490
C16 3.749 2.098 -0.885
H13 -0.568 0.396 4.364
H14 -1.981 -0.521 4.923
H15 -2.188 0.826 3.788
H16 1.312 -1.385 4.235
H17 1.820 -0.027 3.217
H18 2.336 -1.672 2.837
H19 -0.538 -3.446 3.377
H20 0.624 -3.854 2.115
H21 -1.081 -3.699 1.727
H22 4.015 -0.557 1.166
H23 4.939 -0.228 -0.302
H24 4.867 -1.863 0.349
H25 2.469 -3.013 1.081
H26 3.072 -3.816 -0.354
H27 1.352 -3.518 -0.181
H28 4.042 -1.176 -2.925
H29 2.431 -1.775 -3.275
H30 3.657 -2.864 -2.620
H31 1.341 1.240 -3.952
H32 2.865 0.387 -3.705
H33 2.849 2.137 -3.830
H34 -0.026 2.919 -1.804
H35 1.460 3.810 -2.173
H36 0.986 3.527 -0.493
H37 4.590 1.560 -1.322
H38 3.808 2.013 0.200
H39 3.870 3.154 -1.141
O2 -1.674 2.558 -0.319
N1 -1.702 3.166 0.828
C17 -2.553 4.209 0.989
C18 -2.612 4.904 2.166
C19 -1.775 4.529 3.214
C20 -0.922 3.467 3.032
C21 -0.889 2.767 1.822
S4 0.313 1.534 1.568
H40 -3.146 4.426 0.115
H41 -3.303 5.729 2.252
H42 -1.791 5.063 4.154
H43 -0.251 3.143 3.814

Relative energy (zero: lowest compared OMol25 entry of this formula, charge and spin): 54.3 kcal per mole
Total charge: +1
E_HOMO (alpha / beta): -10.3 / -10.6 eV
2S+1: 2
Energy: -96885.5421 eV
Maximum force: 1.3 eV/A
Gap between HOMO and LUMO (alpha / beta): 6.807 / 7.485 eV

Results of the Löwdin charge analysis, in e, for atoms 1 through 6: Mo 0.70; C -0.46; C -0.46; S 0.91; C -0.47; C -0.45

The following is a quantum chemistry calculation of one molecule with the formula C9H12N2O2, from OMol25.

Atoms and positions in Å:
C1 -2.829 -0.384 -2.686
C2 0.682 -0.299 -1.736
C3 1.685 -1.924 -0.116
C4 0.572 0.049 0.737
C5 -0.113 -0.354 1.929
C6 -0.350 0.536 2.907
C7 0.430 1.725 3.098
C8 1.065 2.193 1.909
C9 1.119 1.306 0.751
H1 -2.905 0.660 -2.940
H2 -2.626 -1.026 -3.596
H3 -3.760 -0.778 -2.260
H4 -0.841 0.503 -2.947
H5 2.757 -1.727 0.068
H6 1.341 -2.259 0.953
H7 1.604 -2.605 -1.018
H8 -0.541 -1.262 1.711
H9 -1.010 0.298 3.824
H10 0.338 2.393 4.057
H11 1.695 3.110 2.048
H12 1.890 1.352 -0.024
N1 -0.662 -0.120 -2.122
N2 0.766 -0.838 -0.403
O1 -1.928 -0.494 -1.637
O2 1.621 -0.056 -2.504

Relative energy (zero: lowest compared OMol25 entry of this formula, charge and spin): 87.8 kcal per mole
Total charge: 0
E_HOMO: -8.6 eV
Energy: -16598.5084 eV
SMILES: CONC(=O)N(C)c1ccccc1
Maximum force: 4.7 eV/A
Gap between HOMO and LUMO: 9.415 eV

Results of the Löwdin charge analysis, in e, for atoms 1 through 6: C -0.12; C -0.45; C -0.06; C -0.23; C -0.05; C -0.12

The following is a quantum chemistry calculation of one molecule with the formula C4H10O6P2, from OMol25.

Atoms and positions in Å:
C1 -1.103 1.001 -0.745
C2 -1.536 -0.200 0.100
C3 0.366 1.497 -0.341
C4 1.154 -1.064 0.254
O1 -1.921 2.060 -0.572
O2 -2.905 -0.554 -0.111
O3 0.350 1.613 1.079
O4 2.069 -2.148 0.252
O5 -0.838 -2.890 0.563
O6 2.954 0.858 0.016
P1 -0.480 -1.686 -0.517
P2 1.658 0.399 -0.893
H1 -0.995 0.698 -1.819
H2 -1.507 0.067 1.226
H3 0.491 2.582 -0.829
H4 0.916 -0.596 1.295
H5 -1.832 2.181 0.371
H6 -2.985 -1.134 -0.847
H7 1.280 1.466 1.373
H8 2.971 -1.775 0.244
H9 -1.833 -3.084 0.437
H10 3.724 0.708 -0.536

Relative energy (zero: lowest compared OMol25 entry of this formula, charge and spin): 0.0 kcal per mole
Total charge: 0
E_HOMO: -9.0 eV
Energy: -35171.3398 eV
SMILES: O[C@@H]1[C@H](O)[C@@H](O)P(O)[C@@H](O)P1O
Maximum force: 3.3 eV/A
Gap between HOMO and LUMO: 9.120 eV

Results of the Löwdin charge analysis, in e, for atoms 1 through 6: C -0.46; C -0.45; C -0.49; C -0.61; O 0.02; O -0.07

The following is a quantum chemistry calculation of one molecule with the formula C6H17NO2Si, from OMol25.

Atoms and positions in Å:
C1 0.375 0.458 -3.568
C2 -0.891 -0.523 -3.084
C3 -0.687 -0.749 -1.442
O1 0.496 -1.595 -1.215
Si1 0.959 -1.663 0.479
C4 1.584 -0.002 1.225
C5 0.418 0.971 1.840
O2 1.133 1.993 2.675
C6 -0.648 0.237 2.845
N1 -1.998 0.206 2.143
H1 1.363 -0.008 -3.123
H2 0.252 1.557 -3.128
H3 0.489 0.480 -4.744
H4 -1.907 0.019 -3.293
H5 -0.770 -1.509 -3.703
H6 -0.427 0.314 -0.967
H7 -1.649 -1.222 -0.950
H8 -0.078 -2.255 1.358
H9 2.100 -2.610 0.563
H10 2.082 0.605 0.325
H11 2.453 -0.208 2.017
H12 -0.159 1.596 1.020
H13 0.716 2.898 2.550
H14 -0.784 0.959 3.785
H15 -0.301 -0.794 3.277
H16 -2.149 1.217 1.848
H17 -1.973 -0.373 1.268

Relative energy (zero: lowest compared OMol25 entry of this formula, charge and spin): 87.6 kcal per mole
Total charge: 0
E_HOMO: -9.3 eV
Energy: -19957.8958 eV
SMILES: CCCO[SiH2]C[C@H](O)CN
Maximum force: 2.7 eV/A
Gap between HOMO and LUMO: 9.901 eV

Results of the Löwdin charge analysis, in e, for atoms 1 through 6: C -0.15; C -0.20; C -0.28; O -0.36; Si 0.62; C -0.26